9
Properties=species:S:1:pos:R:3 method="wB97M-V/def2-TZVPD" total_charge=-1 smiles="O=C([O-])[C@H]1NC1=O" e_homo_ev=-4.84 fmax_ha_per_bohr=0.05298 relative_energy_kj_mol=141.9 orbital_gap_ev=9.05
O -2.246 0.589 0.639
O -1.286 -0.318 -1.187
O 1.838 1.462 -0.126
N 1.075 -0.806 -0.405
C -1.341 0.086 -0.010
C 1.194 0.450 -0.029
C 0.051 -0.083 0.690
H 0.494 -1.045 -1.266
H 0.221 -0.335 1.694